A | Density functional theory data (ωB97M-V/def2-TZVPD) for a cluster of 2 separate species, C6H10NO in total.

The geometry in XYZ format:
```
18
Properties=species:S:1:pos:R:3:nbo_charge:R:1
C 1.215 -0.051 -3.068 -0.266
C 1.179 0.449 -1.967 -0.187
C -0.714 0.817 1.229 -0.212
C -0.768 -0.080 0.068 0.001
C -1.086 -1.546 0.215 -0.632
C 1.535 1.154 0.047 0.408
N 0.528 0.287 0.710 -0.437
O 2.858 0.827 0.486 -0.676
H 1.251 -0.585 -3.967 0.252
H -0.641 1.884 1.045 0.235
H -1.094 0.475 2.203 0.262
H -0.804 0.412 -0.881 0.278
H -2.142 -1.725 0.418 0.258
H -0.545 -1.946 1.046 0.217
H -0.847 -2.123 -0.623 0.258
H 1.228 2.219 0.033 0.227
H 1.073 -0.450 1.310 0.478
H 3.428 1.622 0.727 0.534
```

charge: +1
gap between HOMO and LUMO: 9.7 eV

B | Density functional theory data (ωB97M-V/def2-TZVPD) for a cluster of 2 separate species, C6H10NO in total.

The geometry in XYZ format:
```
18
Properties=species:S:1:pos:R:3:nbo_charge:R:1
C -0.703 -2.721 0.512 0.053
C -0.582 -1.544 0.677 -0.212
C 2.358 0.761 -1.009 -0.319
C 1.606 -0.041 -0.294 -0.253
C 0.753 0.480 0.771 -0.545
C -0.563 -0.168 0.944 0.683
N -1.793 0.826 -1.082 -1.031
O -1.451 0.376 1.787 -0.594
H -0.368 -3.724 0.553 0.267
H 3.129 0.330 -1.781 0.234
H 2.522 1.826 -0.737 0.216
H 1.687 -1.122 -0.365 0.229
H 0.450 1.628 0.740 0.277
H 1.179 0.392 1.749 0.297
H -2.816 0.548 -1.157 0.392
H -1.629 1.735 -1.259 0.377
H -1.350 0.364 -1.853 0.381
H -2.431 0.055 1.804 0.549
```

charge: +1
gap between HOMO and LUMO: 8.2 eV

C | Density functional theory data (ωB97M-V/def2-TZVPD) for the ion C6H10NO with charge +1.

The geometry in XYZ format:
```
18
Properties=species:S:1:pos:R:3:nbo_charge:R:1
C 1.540 -0.001 -1.033 0.109
N 1.407 -0.108 0.231 -0.294
C 2.484 -0.199 1.214 -0.457
C -0.100 0.224 0.674 0.754
O -0.141 1.111 1.402 -0.422
C -1.095 -0.469 -0.132 -0.415
C -2.497 -0.111 0.149 -0.401
C -1.911 0.424 -1.036 -0.391
H 2.481 -0.171 -1.562 0.231
H 0.651 -0.007 -1.617 0.222
H 3.287 0.563 1.203 0.262
H 2.942 -1.171 1.013 0.248
H 2.012 -0.093 2.225 0.257
H -0.918 -1.439 -0.563 0.275
H -2.869 0.670 0.832 0.264
H -3.262 -0.920 0.221 0.258
H -2.231 0.182 -2.071 0.252
H -1.779 1.514 -1.151 0.246
```

SMILES: C=[N+](C)C(=O)C1CC1
charge: +1
gap between HOMO and LUMO: 10.4 eV

Of them, A has the lowest stability.

A | Density functional theory data (ωB97M-V/def2-TZVPD) for a cluster of 2 separate species, C5H14N in total.

The geometry in XYZ format:
```
20
Properties=species:S:1:pos:R:3:nbo_charge:R:1
C -0.755 -2.484 1.555 -0.606
C -0.374 -1.238 0.764 -0.394
C 0.946 -0.632 1.225 -0.598
H 0.009 -3.256 1.460 0.213
H -1.706 -2.897 1.219 0.219
H -0.861 -2.248 2.613 0.212
H -1.170 -0.491 0.860 0.180
H -0.320 -1.502 -0.299 0.180
H 1.195 0.274 0.657 0.155
H 0.911 -0.364 2.280 0.223
H 1.776 -1.329 1.081 0.220
C -0.546 0.905 -1.823 -0.435
C 0.994 2.657 -1.103 0.132
N -0.173 2.266 -1.420 -0.370
H -0.851 0.930 -2.868 0.252
H -1.397 0.593 -1.224 0.256
H 0.301 0.245 -1.667 0.242
H 1.810 1.943 -1.151 0.233
H 1.141 3.682 -0.782 0.241
H -0.929 2.947 -1.375 0.442
```

charge: +1
gap between HOMO and LUMO: 9.4 eV

B | Density functional theory data (ωB97M-V/def2-TZVPD) for the ion C5H14N with charge +1.

The geometry in XYZ format:
```
20
Properties=species:S:1:pos:R:3:nbo_charge:R:1
C -0.871 -0.815 -2.013 -0.585
C -0.417 -0.527 -0.522 -0.243
C 0.613 -1.510 -0.062 -0.678
C 0.108 0.936 -0.459 -0.447
C -0.127 1.561 0.902 -0.208
N 0.511 0.735 2.035 -0.681
H -1.280 -1.821 -1.956 0.222
H -0.019 -0.633 -2.659 0.213
H -1.692 -0.157 -2.293 0.216
H -1.389 -0.559 -0.030 0.207
H 0.481 -2.019 0.902 0.220
H 0.598 -2.416 -0.690 0.258
H 1.649 -1.176 -0.125 0.212
H 1.117 0.995 -0.875 0.232
H -0.390 1.555 -1.212 0.257
H -1.172 1.576 1.199 0.225
H 0.256 2.580 0.933 0.237
H -0.144 0.211 2.597 0.444
H 1.204 0.121 1.627 0.453
H 0.963 1.361 2.701 0.444
```

SMILES: CC(C)CC[NH3+]
charge: +1
gap between HOMO and LUMO: 11.2 eV

C | Density functional theory data (ωB97M-V/def2-TZVPD) for a cluster of 2 separate species, C5H14N in total.

The geometry in XYZ format:
```
20
Properties=species:S:1:pos:R:3:nbo_charge:R:1
C 1.025 0.925 -0.636 -0.252
C 0.785 -0.255 -1.207 -0.167
C 1.657 -1.460 -1.040 -0.652
C 0.195 2.157 -0.831 -0.661
H 1.922 1.021 -0.031 0.215
H -0.071 -0.354 -1.873 0.204
H 1.124 -2.261 -0.524 0.215
H 1.972 -1.859 -2.006 0.247
H 2.547 -1.217 -0.465 0.223
H -0.759 1.940 -1.317 0.215
H 0.715 2.887 -1.448 0.258
H 0.006 2.672 0.115 0.207
C -1.738 -1.197 1.359 -0.419
N -1.057 0.133 1.467 -0.695
H -2.603 -1.208 2.009 0.240
H -2.045 -1.344 0.326 0.239
H -1.026 -1.964 1.641 0.238
H -0.713 0.280 2.416 0.437
H -1.683 0.907 1.243 0.438
H -0.253 0.194 0.804 0.469
```

charge: +1
gap between HOMO and LUMO: 10.0 eV

Of them, A has the lowest stability.

A | Density functional theory data (ωB97M-V/def2-TZVPD) for a cluster of 2 separate species, C5H14N in total.

The geometry in XYZ format:
```
20
Properties=species:S:1:pos:R:3:nbo_charge:R:1
C 1.387 0.906 2.555 0.161
N 0.785 0.509 1.513 -0.575
H 1.790 1.911 2.586 0.238
H 1.511 0.227 3.392 0.238
H 0.431 -0.439 1.385 0.458
H 0.619 1.139 0.727 0.454
C -0.116 1.418 -1.704 -0.602
C -0.837 -2.065 -0.128 -0.617
C -0.201 -1.034 -1.057 -0.418
C -0.957 0.300 -1.097 -0.420
H 0.760 1.680 -1.095 0.157
H -0.695 2.327 -1.840 0.234
H 0.286 1.093 -2.663 0.234
H -0.215 -2.951 -0.008 0.231
H -1.778 -2.420 -0.549 0.240
H -1.080 -1.617 0.841 0.166
H -0.153 -1.431 -2.071 0.236
H 0.860 -0.860 -0.817 0.172
H -1.847 0.166 -1.714 0.237
H -1.356 0.557 -0.109 0.173
```

charge: +1
gap between HOMO and LUMO: 9.5 eV

B | Density functional theory data (ωB97M-V/def2-TZVPD) for a cluster of 2 separate species, C5H14N in total.

The geometry in XYZ format:
```
20
Properties=species:S:1:pos:R:3:nbo_charge:R:1
C 2.586 -0.945 0.162 -0.534
C -0.220 0.794 -1.392 -0.575
C -1.370 0.755 -0.360 -0.230
C -1.761 -0.696 -0.082 -0.542
C -0.869 1.273 1.012 -0.618
N 1.207 -0.994 0.782 0.008
H 2.772 -0.075 -0.432 0.257
H 3.366 -1.060 0.908 0.317
H 0.199 1.741 -1.714 0.241
H 0.575 0.171 -0.961 0.171
H -2.249 1.382 -0.726 0.258
H -2.274 -1.171 -0.940 0.241
H -2.377 -0.697 0.831 0.241
H -0.738 -1.125 0.167 0.202
H -0.297 2.181 1.059 0.224
H -1.633 1.464 1.742 0.229
H -0.182 0.531 1.410 0.186
H -0.599 0.237 -2.284 0.223
H 1.199 -1.954 1.327 0.386
H 2.665 -1.813 -0.510 0.315
```

charge: +1
gap between HOMO and LUMO: 5.4 eV

C | Density functional theory data (ωB97M-V/def2-TZVPD) for a cluster of 2 separate species, C5H14N in total.

The geometry in XYZ format:
```
20
Properties=species:S:1:pos:R:3:nbo_charge:R:1
C 0.154 -1.863 1.918 0.167
N 0.769 -1.823 0.800 -0.587
H -0.062 -2.822 2.373 0.237
H -0.214 -0.924 2.313 0.242
H 0.869 -0.888 0.378 0.460
H 0.866 -2.663 0.231 0.452
C -0.281 -0.057 -2.316 -0.609
C -0.053 1.579 1.225 -0.617
C -0.672 0.928 -0.019 -0.415
C 0.324 0.750 -1.164 -0.400
H -0.320 -1.123 -2.069 0.182
H 0.261 0.013 -3.258 0.235
H -1.288 0.296 -2.544 0.224
H -0.744 1.549 2.070 0.220
H 0.195 2.622 1.048 0.244
H 0.862 1.049 1.514 0.173
H -1.531 1.483 -0.397 0.240
H -1.108 -0.037 0.266 0.163
H 0.725 1.697 -1.523 0.238
H 1.249 0.233 -0.847 0.152
```

charge: +1
gap between HOMO and LUMO: 9.6 eV

D | Density functional theory data (ωB97M-V/def2-TZVPD) for a cluster of 2 separate species, C5H14N in total.

The geometry in XYZ format:
```
20
Properties=species:S:1:pos:R:3:nbo_charge:R:1
C 1.281 1.473 -0.586 -0.668
C -0.105 1.010 -0.874 0.037
C -1.133 1.319 -0.058 -0.477
C -0.352 0.209 -2.132 -0.661
H 1.996 0.651 -0.443 0.198
H 1.303 2.121 0.294 0.233
H 1.686 2.056 -1.419 0.259
H -2.151 1.192 -0.397 0.225
H -0.930 1.962 0.785 0.215
H -1.361 0.374 -2.512 0.245
H -0.245 -0.872 -1.961 0.195
H 0.369 0.485 -2.900 0.241
C -0.204 -1.689 2.252 -0.421
N 0.154 -1.334 0.843 -0.695
H -1.290 -1.801 2.277 0.237
H 0.285 -2.597 2.567 0.245
H 0.019 -0.827 2.875 0.240
H -0.532 -0.722 0.373 0.474
H 0.152 -2.145 0.219 0.436
H 1.057 -0.865 0.799 0.440
```

charge: +1
gap between HOMO and LUMO: 10.1 eV

Of them, B has the lowest stability.

A | Density functional theory data (ωB97M-V/def2-TZVPD) for an isolated molecule of C6H10ClF.

The geometry in XYZ format:
```
18
Properties=species:S:1:pos:R:3:nbo_charge:R:1
C 1.401 -0.141 1.075 -0.659
C 0.652 -0.722 -0.139 0.053
C 1.430 -1.803 -0.777 -0.641
C -0.674 -0.516 -0.409 -0.257
C -1.537 0.496 0.352 0.184
F -2.901 0.171 0.213 -0.364
C -1.490 1.921 -0.324 -0.408
Cl 0.015 2.737 -0.803 -0.045
H 0.730 0.183 1.937 0.209
H 1.998 0.722 0.854 0.232
H 2.111 -0.848 1.525 0.216
H 1.718 -2.605 -0.076 0.221
H 2.448 -1.489 -1.167 0.218
H 0.799 -2.154 -1.568 0.216
H -1.209 -1.022 -1.198 0.219
H -1.330 0.625 1.354 0.173
H -2.090 1.874 -1.209 0.219
H -2.070 2.570 0.359 0.215
```

SMILES: CC(C)=C[C@H](F)CCl
charge: 0
gap between HOMO and LUMO: 10.2 eV

B | Density functional theory data (ωB97M-V/def2-TZVPD) for an isolated molecule of C6H10ClF.

The geometry in XYZ format:
```
18
Properties=species:S:1:pos:R:3:nbo_charge:R:1
C 0.214 -0.585 2.280 -0.641
C -0.784 -0.371 1.199 -0.168
C -0.487 -0.123 -0.110 -0.065
C -1.631 -0.196 -1.052 0.004
F -1.002 -0.765 -2.154 -0.357
C 0.809 0.726 -0.435 -0.172
C 1.474 0.341 -1.626 -0.677
Cl 0.233 2.521 -0.434 -0.166
H 0.095 0.163 3.132 0.231
H -0.068 -1.770 2.715 0.225
H 1.427 -0.439 1.894 0.208
H -1.579 -1.016 1.547 0.206
H -2.067 0.855 -1.256 0.194
H -2.597 -0.726 -0.512 0.189
H 1.360 0.943 0.514 0.234
H 0.441 0.101 -2.380 0.271
H 2.158 1.021 -2.233 0.251
H 2.004 -0.681 -1.090 0.232
```

SMILES: C/C=C(/CF)[C@@H](C)Cl
charge: 0
gap between HOMO and LUMO: 10.1 eV

Of them, B has the lowest stability.